No. 1
{"formula": "C29H50AlF6NO8PS2Sb", "method": "ωB97M-V/def2-TZVPD", "gap_ha": [0.1091, 0.1092], "homo_energy_ha": [0.0169, 0.0168], "charge": -2, "elements": ["Al", "F", "C", "F", "F", "S", "O", "O", "N", "S", "O", "O", "C", "F", "F", "F", "C", "C", "C", "C", "O", "P", "O", "O", "O", "C", "C", "C", "C", "H", "H", "H", "H", "H", "H", "H", "H", "H", "H", "H", "H", "H", "H", "H", "H", "H", "H", "C", "C", "C", "C", "C", "C", "C", "H", "H", "H", "H", "H", "C", "C", "C", "C", "Sb", "C", "C", "C", "C", "C", "C", "C", "C", "H", "H", "H", "H", "H", "H", "H", "H", "H", "H", "H", "H", "H", "H", "H", "H", "H", "H", "H", "H", "H", "H", "H", "H", "H", "H", "H"], "positions_angstrom": [[9.9767, 9.7733, 11.3949], [12.8821, 8.8725, 14.4983], [13.0801, 10.1864, 14.2428], [13.4668, 10.7904, 15.3438], [14.0520, 10.2788, 13.3286], [11.6748, 11.1129, 13.5705], [10.2825, 8.4816, 12.7211], [11.9781, 12.5076, 13.8058], [10.4076, 10.5412, 14.3120], [9.4575, 9.4223, 13.6969], [8.5162, 10.1008, 12.6748], [8.8078, 8.7773, 14.7344], [6.6083, 18.1315, 16.4689], [6.0241, 19.0689, 15.6888], [7.7804, 18.5300, 17.0124], [6.8263, 16.9345, 15.8221], [10.1767, 4.9935, 8.4958], [10.0823, 5.6975, 9.8480], [11.4007, 6.1804, 10.3997], [9.3891, 4.7960, 10.8906], [9.2349, 6.8977, 9.6802], [9.3231, 8.2207, 8.7519], [10.5433, 8.2529, 7.9722], [9.2793, 9.4582, 9.7825], [7.9982, 8.3289, 7.9829], [6.6126, 8.9211, 8.1958], [5.6690, 8.2333, 7.1384], [6.7502, 10.4377, 7.8892], [6.1160, 8.6282, 9.6286], [10.9289, 4.1587, 8.5664], [10.4681, 5.7024, 7.6744], [9.1470, 4.6251, 8.2121], [11.9731, 5.2847, 10.6734], [11.2980, 6.8475, 11.2524], [11.9137, 6.7301, 9.5845], [9.7546, 3.7633, 10.6859], [8.3280, 5.0549, 10.8526], [9.7056, 5.0226, 11.8980], [6.0679, 8.4569, 6.1518], [4.6920, 8.6858, 7.1266], [5.5185, 7.1303, 7.3360], [6.9224, 10.4871, 6.7847], [7.5277, 10.9801, 8.4539], [5.7741, 10.9681, 8.0849], [6.1296, 7.5586, 9.9103], [5.1525, 9.1404, 9.7584], [6.7691, 9.1146, 10.3452], [11.5836, 10.7612, 11.8483], [12.5885, 11.2203, 10.9659], [13.7312, 12.0206, 11.4309], [14.7982, 12.2247, 10.5632], [14.7441, 11.7761, 9.2400], [13.6422, 11.0484, 8.8117], [12.5394, 10.8601, 9.5986], [13.6944, 12.4810, 12.3960], [15.7548, 12.7909, 10.8432], [15.5263, 12.1007, 8.5010], [13.6823, 10.5530, 7.8560], [11.6347, 10.3684, 9.2063], [7.9365, 14.3342, 7.1701], [8.1144, 15.0862, 8.4776], [7.2081, 16.2871, 8.5961], [8.0335, 14.2483, 9.6945], [10.4195, 15.8746, 8.2584], [11.1337, 17.8685, 9.3653], [10.2707, 18.0585, 10.5974], [10.8392, 18.9438, 8.3455], [12.6266, 17.5396, 9.6620], [11.3621, 15.5037, 6.2392], [11.2874, 13.9959, 6.1112], [10.5000, 16.2430, 5.2507], [12.8244, 15.9537, 6.1536], [6.9318, 13.9218, 7.2138], [8.6179, 13.5043, 7.1648], [7.9689, 14.8415, 6.2471], [6.1332, 16.0085, 8.2975], [7.5256, 17.1507, 7.9544], [7.2039, 16.6880, 9.6399], [7.1606, 13.6067, 9.6709], [7.9650, 14.8122, 10.6605], [8.9093, 13.5974, 9.8760], [9.2665, 18.4133, 10.3079], [10.7799, 18.7907, 11.3035], [10.1428, 17.1169, 11.1940], [9.7518, 19.1021, 8.3373], [11.0968, 18.5023, 7.3836], [11.4481, 19.8708, 8.4580], [12.7412, 16.5929, 10.1569], [13.0787, 18.3087, 10.2800], [13.1929, 17.4508, 8.6713], [10.2746, 13.5731, 6.0512], [11.8716, 13.5281, 6.8971], [11.7543, 13.7600, 5.1352], [9.7038, 15.6210, 4.8215], [11.2366, 16.5564, 4.4764], [10.0718, 17.1578, 5.6700], [13.4678, 15.3456, 6.8074], [12.9743, 17.0126, 6.2456], [13.2056, 15.6423, 5.1840]], "mulliken_charge": [-0.957, -0.243, 0.770, -0.252, -0.202, 0.898, -0.545, -0.677, -0.638, 1.218, -0.538, -0.683, -1.009, 0.056, 0.019, -0.060, -1.638, 1.801, -1.472, -1.520, 0.007, 0.287, -0.804, 1.221, -0.326, 1.812, -1.748, -1.356, -1.336, 0.431, 0.325, 0.339, 0.483, 0.191, 0.345, 0.358, 0.315, 0.335, 0.400, 0.400, 0.356, 0.345, 0.125, 0.422, 0.305, 0.446, 0.169, -0.136, 1.484, -0.597, -0.766, -0.349, -0.780, -0.698, 0.556, 0.212, 0.271, 0.419, 0.191, -1.734, 1.510, -1.466, -1.522, 0.615, 0.904, -1.457, -1.235, -1.406, 1.559, -2.065, -1.621, -2.022, 0.572, 0.237, 0.295, 0.367, 0.275, 0.332, 0.410, 0.363, 0.231, 0.275, 0.408, 0.298, 0.284, 0.288, 0.369, 0.396, 0.490, 0.211, 0.334, 0.520, 0.512, 0.294, 0.532, 0.269, 0.402, 0.397, 0.597]}

=====

No. 2
{"formula": "C29H50Cl4N6", "method": "ωB97M-V/def2-TZVPD", "gap_ha": 0.2703, "homo_energy_ha": -0.2687, "charge": 0, "smiles": "ClC(Cl)(Cl)Cl.c1cc[nH]c1.c1cc[nH]c1.c1cc[nH]c1.c1cc[nH]c1.CCN(CC)CC.CCN(CC)CC", "elements": ["C", "C", "N", "C", "C", "C", "C", "H", "H", "H", "H", "H", "H", "H", "H", "H", "H", "H", "H", "H", "H", "H", "C", "C", "N", "C", "C", "C", "C", "H", "H", "H", "H", "H", "H", "H", "H", "H", "H", "H", "H", "H", "H", "H", "C", "Cl", "Cl", "Cl", "Cl", "N", "C", "C", "C", "C", "H", "H", "H", "H", "H", "N", "C", "C", "C", "C", "H", "H", "H", "H", "H", "N", "C", "C", "C", "C", "H", "H", "H", "H", "H", "N", "C", "C", "C", "C", "H", "H", "H", "H", "H"], "positions_angstrom": [[-4.2346, -3.9906, -5.2737], [-4.0707, -2.6637, -4.4525], [-4.3550, -2.8033, -3.0151], [-5.7393, -3.3119, -2.6967], [-5.7861, -3.6793, -1.2288], [-3.9760, -1.4971, -2.3735], [-2.5762, -0.9337, -2.6576], [-3.7382, -4.8106, -4.7549], [-3.8266, -3.8312, -6.2719], [-5.2915, -4.1974, -5.4421], [-3.0556, -2.3042, -4.6206], [-4.6735, -1.8664, -4.8871], [-6.3655, -2.4335, -2.8533], [-6.1156, -4.0932, -3.3570], [-6.8350, -3.8737, -1.0046], [-5.1472, -4.5561, -1.1241], [-5.4473, -2.8682, -0.5842], [-4.2308, -1.6425, -1.3238], [-4.6548, -0.6723, -2.5903], [-2.4438, 0.0074, -2.1238], [-2.3091, -0.7381, -3.6961], [-1.7993, -1.5284, -2.1771], [1.0730, -1.6911, 5.8074], [1.7348, -2.4127, 4.5975], [1.4873, -1.5755, 3.3698], [2.1465, -2.4776, 2.4019], [1.9294, -1.8911, 0.9896], [2.0201, -0.1545, 3.4310], [3.4854, -0.0837, 3.7811], [0.0259, -1.4352, 5.6453], [1.5515, -0.7301, 5.9960], [1.1209, -2.2315, 6.7527], [2.8098, -2.3980, 4.7766], [1.2559, -3.3854, 4.4853], [3.2000, -2.5136, 2.6793], [1.7134, -3.4772, 2.3630], [2.5847, -2.4188, 0.2966], [0.8837, -2.0953, 0.7593], [2.1068, -0.8226, 0.8670], [1.3911, 0.4078, 4.1211], [1.8332, 0.3426, 2.4791], [3.6159, -0.2991, 4.8416], [3.8535, 0.9150, 3.5460], [4.0870, -0.6938, 3.1073], [0.5271, 2.1035, -2.0822], [1.0175, 3.6547, -2.8480], [1.6203, 1.6100, -0.7300], [-1.1208, 2.4747, -1.4108], [0.5616, 0.7952, -3.3057], [-0.9870, -0.7690, 2.3843], [-1.0813, 0.4313, 1.7687], [-2.4366, 0.6527, 1.3747], [-3.1515, -0.4782, 1.6727], [-2.2408, -1.3636, 2.4062], [-0.1139, -1.1634, 2.7041], [-0.1869, 1.0156, 1.6108], [-2.7598, 1.5293, 0.8329], [-4.1978, -0.6757, 1.4920], [-2.3952, -2.3578, 2.7989], [7.0796, 3.5070, -2.8877], [6.5364, 4.5700, -3.4834], [5.2228, 4.5303, -3.0131], [4.8234, 3.2598, -2.5608], [6.0542, 2.5475, -2.5652], [8.0686, 3.3621, -2.7429], [7.2079, 5.3137, -3.8863], [4.5793, 5.3594, -3.2678], [3.8789, 2.9151, -2.1665], [6.3322, 1.6132, -2.1002], [5.7113, -1.0798, 0.6426], [6.3076, -0.2919, 1.5188], [5.7020, 0.9117, 1.5093], [4.8605, 0.9256, 0.4503], [4.8363, -0.3127, -0.0800], [5.6028, -2.0837, 0.6194], [7.1751, -0.6788, 2.0327], [5.8889, 1.7707, 2.1367], [4.2890, 1.7817, 0.1234], [4.1830, -0.7647, -0.8116], [-4.6800, 4.9017, -0.7057], [-5.7800, 4.7560, 0.1120], [-5.3050, 4.2139, 1.2984], [-3.9379, 4.0407, 1.1972], [-3.6005, 4.3627, -0.0982], [-4.7768, 5.2451, -1.6506], [-6.7025, 5.1841, -0.2516], [-5.9633, 3.9913, 2.1251], [-3.2091, 3.6791, 1.9075], [-2.6775, 4.4190, -0.6563]], "mulliken_charge": [-1.335, -0.360, 0.039, -0.448, -1.064, -0.244, -0.906, 0.315, 0.432, 0.331, 0.223, 0.353, 0.316, 0.372, 0.394, 0.308, 0.180, 0.008, 0.270, 0.121, 0.417, 0.323, -1.303, -0.517, -0.361, -0.725, -0.932, -0.077, -1.239, 0.291, 0.292, 0.413, 0.366, 0.446, 0.568, 0.439, 0.411, 0.427, -0.121, 0.560, -0.171, 0.309, 0.490, 0.086, 0.125, -0.091, -0.039, 0.000, -0.120, 0.386, -0.276, -0.441, -1.029, -0.712, 0.584, 0.285, 0.561, 0.561, 0.391, -0.029, -0.334, -0.660, 0.539, -0.781, 0.213, 0.378, 0.347, -0.004, 0.385, 0.031, -0.904, -0.997, 0.625, -0.885, 0.282, 0.424, 0.538, 0.405, 0.483, -0.027, -0.483, -0.508, -0.445, -0.555, 0.212, 0.384, 0.392, 0.500, 0.592]}

=====

No. 3
{"formula": "C29H50Cl8N3O5", "method": "ωB97M-V/def2-TZVPD", "gap_ha": 0.2379, "homo_energy_ha": -0.4037, "charge": 1, "elements": ["C", "C", "C", "O", "O", "C", "C", "N", "C", "C", "C", "C", "C", "C", "C", "C", "C", "N", "N", "C", "C", "C", "C", "O", "O", "O", "C", "C", "C", "C", "C", "C", "C", "H", "H", "H", "H", "H", "H", "H", "H", "H", "H", "H", "H", "H", "H", "H", "H", "H", "H", "H", "H", "H", "H", "H", "H", "H", "H", "H", "H", "H", "H", "H", "H", "H", "H", "H", "H", "H", "H", "H", "H", "H", "H", "C", "Cl", "Cl", "H", "H", "C", "Cl", "Cl", "H", "H", "C", "Cl", "Cl", "H", "H", "C", "Cl", "Cl", "H", "H"], "positions_angstrom": [[0.6650, -1.7597, 1.4425], [0.2081, -1.5286, 2.9647], [-0.6698, -0.1972, 3.1921], [-1.1071, 0.0105, 4.3518], [-0.8855, 0.6255, 2.0589], [-2.1485, 1.3284, 2.1213], [-2.7206, 1.4594, 0.5952], [-2.0184, 0.5613, -0.3806], [-2.8994, -0.4957, -0.9566], [-2.5493, -1.9849, -0.4094], [-1.8224, -2.9515, -1.4060], [-1.4619, -4.4193, -1.0241], [-1.8081, -4.8888, 0.4106], [-2.5360, -3.9708, 1.4565], [-2.9157, -2.5115, 0.9981], [-3.6989, -1.6214, 2.0670], [-1.5071, 1.4790, -1.4384], [-2.2723, 1.8815, -2.5047], [-0.1640, 1.9753, -1.2441], [0.5501, 2.3130, -2.5223], [1.1625, 1.0531, -3.3148], [0.2858, 0.5431, -4.5616], [-0.0918, -1.0208, -4.4214], [0.7067, -1.8962, -3.9930], [-1.4066, -1.3950, -4.8653], [0.5877, 1.1704, -0.4600], [1.5389, 1.9262, 0.3601], [2.9991, 1.2187, 0.1589], [3.9920, 2.4258, -0.2865], [3.5239, 0.7425, 1.6227], [4.7097, -0.3464, 1.5583], [4.2928, -1.6826, 2.3995], [6.0802, 0.1913, 2.2622], [1.7366, -1.4197, 1.2116], [0.6572, -2.8990, 1.2353], [-0.0165, -1.2919, 0.6569], [1.1805, -1.4204, 3.5835], [-0.3338, -2.4747, 3.3307], [-2.9112, 0.8861, 2.8426], [-1.9311, 2.3972, 2.5036], [-2.4704, 2.5505, 0.2911], [-3.8595, 1.3895, 0.5842], [-4.0215, -0.3426, -0.7127], [-2.8518, -0.5886, -2.1008], [-1.5833, -2.5652, -2.4642], [-0.9585, -5.0775, -1.8199], [-1.5395, -5.9598, 0.6901], [-2.7818, -4.3555, 2.5088], [-3.0962, -1.3826, 3.0164], [-4.5917, -2.2623, 2.4310], [-4.0831, -0.6916, 1.5323], [-2.6288, 2.8332, -2.6392], [-2.4297, 1.1835, -3.2657], [1.4556, 2.9662, -2.2166], [-0.0466, 2.9419, -3.2609], [1.4115, 0.1496, -2.6652], [2.1708, 1.4116, -3.7549], [-0.6238, 1.2008, -4.7558], [0.9508, 0.5960, -5.5075], [-1.4244, -2.3796, -4.8075], [1.2738, 1.8861, 1.4740], [1.5384, 3.0076, -0.0104], [2.9611, 0.3616, -0.6003], [5.0950, 2.1879, -0.1279], [3.7633, 2.7634, -1.3695], [3.6992, 3.3198, 0.3855], [2.6710, 0.2739, 2.2470], [3.8663, 1.7063, 2.1513], [4.8781, -0.6061, 0.4546], [3.5847, -1.3854, 3.2510], [5.2159, -2.2577, 2.7780], [3.7156, -2.4120, 1.7115], [5.8782, 0.3005, 3.3947], [6.8957, -0.6083, 2.1281], [6.3967, 1.2141, 1.8227], [-2.8621, 1.5597, -7.2869], [-2.8399, 1.7189, -5.5242], [-1.5575, 2.4943, -8.0262], [-2.7387, 0.5129, -7.5480], [-3.8169, 1.9240, -7.6627], [4.7551, 1.6378, 6.1825], [6.0977, 0.6214, 5.6510], [4.3035, 2.8023, 4.9306], [3.8964, 1.0030, 6.4012], [5.0529, 2.1794, 7.0789], [-6.3297, -0.6249, -6.8232], [-4.6582, -0.9191, -7.3215], [-6.4668, 0.8770, -5.9011], [-6.9559, -0.5533, -7.7112], [-6.6644, -1.4538, -6.2014], [-0.6114, 0.6284, 7.3709], [-1.2797, -0.0764, 8.8476], [1.1516, 0.5185, 7.3474], [-1.0081, 0.0910, 6.5101], [-0.9002, 1.6770, 7.3171]], "mulliken_charge": [0.441, -0.352, 0.221, -0.686, 0.052, -0.711, -0.568, 1.178, -0.964, 0.424, -0.146, -0.558, -0.460, -0.615, 0.859, -1.055, -1.261, -0.106, 0.204, -0.777, -0.544, 0.012, 0.429, -0.595, -0.391, 0.112, -0.806, 0.547, -1.359, -0.138, 0.234, -0.940, -0.610, -0.445, 0.404, -0.460, 0.236, 0.370, 0.341, 0.404, 0.327, 0.522, 0.351, 0.392, -0.197, 0.359, 0.314, 0.370, 0.035, 0.545, 0.189, 0.252, 0.013, 0.451, 0.435, 0.196, 0.393, -0.286, 0.462, 0.372, 0.217, 0.481, 0.437, 0.292, 0.294, 0.346, -0.225, 0.255, 0.257, 0.084, 0.398, 0.252, -0.289, 0.398, 0.258, -0.319, -0.008, -0.165, 0.153, 0.410, 0.100, -0.192, -0.141, -0.119, 0.357, -0.305, -0.125, -0.143, 0.311, 0.290, 0.132, -0.165, -0.163, -0.042, 0.265]}

=====

We obtain E values of -4011.322976; -3304.106003; -5356.373803 hartree for the records listed above, in that order.